Molecular formula: NO4S2
Method: DFT, wB97M-V/def2-TZVPD

```
7
Properties=species:S:1:pos:R:3:forces:R:3:lowdin_charge:R:1
N -0.625320 -1.395735 -0.105149 -0.6 -1.0 2.0 -0.247
O -0.956286 2.178033 -0.441395 0.0 -0.7 0.0 -0.478
O -1.429246 -1.310759 0.825161 0.9 0.4 -1.5 -0.039
O -0.066190 -2.429900 -0.413969 -0.2 1.2 -0.3 -0.020
O 0.910806 1.795215 1.058694 0.9 -0.2 2.3 -0.465
S 1.689014 1.842732 -1.761653 -1.0 -0.6 1.0 0.013
S 0.318467 1.518064 -0.196734 -0.1 1.0 -3.3 0.236
```
Positions in Å, forces in eV/Å.

Output
- spin multiplicity = 1
- energy above the lowest of the compared OMol25 structures with the same formula, charge and spin (kcal per mole) = 83.3
- net charge = -1
- Kohn-Sham gap (alpha / beta) (eV) = 5.1 / 7.0
- lowest unoccupied orbital energy (alpha / beta) (eV) = 0.9 / 2.1
- E_HOMO (alpha / beta) (eV) = -4.158 / -4.903